1.
ORCA calculation (the ωB97M-V functional and the def2-TZVPD basis) on a molecular structure, C35H45BrN4P2Pt in a non-equilibrium geometry.

Element x y z (Å)
C 0.901 -1.044 -5.269
C 1.129 -0.033 -4.325
C 0.905 1.353 -4.608
C 0.057 1.589 -5.701
N -0.337 0.580 -6.479
C 0.060 -0.685 -6.335
C 1.411 -0.473 -3.010
C 1.650 -0.374 -1.792
C 2.643 -0.269 -0.735
C 2.212 -0.194 0.602
C 2.993 0.193 1.688
C 4.144 0.845 1.326
C 4.785 0.532 0.100
C 4.035 -0.044 -0.947
Pt 0.013 0.578 0.885
P -1.637 0.382 -0.714
H 1.315 2.179 -3.995
H 1.323 -2.045 -5.152
H -0.281 2.602 -5.961
H -0.255 -1.438 -7.068
H 4.437 -0.217 -1.945
H 1.282 -0.577 1.075
H 5.829 0.780 -0.029
H 2.583 0.172 2.698
C -3.294 0.331 0.129
C -4.584 0.625 -0.655
H -3.189 1.015 0.987
H -3.363 -0.667 0.589
H -5.428 0.579 0.053
H -4.586 1.643 -1.079
H -4.773 -0.144 -1.425
C -1.805 1.696 -1.993
C -2.630 1.383 -3.253
H -0.767 1.954 -2.239
H -2.221 2.587 -1.497
H -2.722 2.298 -3.859
H -2.131 0.637 -3.892
H -3.654 1.065 -2.995
C -1.515 -1.143 -1.734
C -2.805 -1.780 -2.288
H -0.959 -1.845 -1.105
H -0.786 -0.914 -2.520
H -2.540 -2.713 -2.810
H -3.492 -2.048 -1.468
H -3.287 -1.119 -3.033
Br 4.478 2.480 2.458
P 0.036 2.743 1.415
C -1.503 3.621 1.021
C -1.884 4.680 2.054
H -2.318 2.887 0.913
H -1.399 4.089 0.029
H -2.850 5.111 1.761
H -1.999 4.247 3.057
H -1.156 5.505 2.086
C 0.218 2.637 3.233
C 0.865 3.857 3.874
H 0.794 1.719 3.430
H -0.777 2.442 3.661
H 0.971 3.636 4.944
H 1.870 4.044 3.468
H 0.228 4.750 3.781
C 1.443 3.608 0.671
C 1.324 5.128 0.745
H 1.507 3.268 -0.374
H 2.371 3.247 1.145
H 2.220 5.566 0.289
H 0.451 5.484 0.179
H 1.263 5.485 1.784
N 3.320 -9.353 3.175
C 2.688 -8.393 2.954
C 1.939 -7.205 2.701
C 2.596 -6.169 2.013
C 1.887 -4.997 1.733
C 0.562 -4.851 2.177
C -0.071 -5.883 2.875
C 0.603 -7.081 3.124
N -0.096 -3.603 1.967
C -1.259 -3.118 2.568
C -1.411 -1.821 2.205
N -0.366 -1.471 1.397
C 0.380 -2.576 1.198
H 3.645 -6.257 1.686
H 2.387 -4.180 1.218
H -1.081 -5.739 3.239
H 0.104 -7.902 3.641
H -1.864 -3.726 3.190
H -2.069 -1.043 2.482
H 1.285 -2.698 0.612

Values from the calculation:
Spin multiplicity = 3
Expectation value of S² = 2.039
Frontier orbital gap (spin up / spin down) = 6.07 / 4.24 eV
Net charge = +2
Highest occupied orbital energy (spin up / spin down) = -12.26 / -13.78 eV
F_max = 3.5 eV Å⁻¹



2.
ORCA calculation (the ωB97M-V functional and the def2-TZVPD basis) on a molecular structure, C9H26N4O3Rb in a non-equilibrium geometry.

Element x y z (Å)
Rb 1.254 -2.865 0.836
C 3.791 -2.612 -2.053
O 2.635 -2.381 -1.652
N 4.518 -1.660 -2.682
N 4.363 -3.850 -1.939
H 4.121 -0.741 -2.732
H 5.462 -1.822 -2.978
H 5.321 -3.976 -2.206
H 3.851 -4.519 -1.402
C -1.942 -1.592 -0.705
C -2.291 -0.762 0.509
C -3.776 -0.504 0.656
O -4.351 -0.114 -0.570
C -5.745 0.019 -0.492
N -1.734 -1.410 1.719
H -2.126 -1.022 -1.614
H -2.546 -2.503 -0.710
H -0.891 -1.870 -0.742
H -1.729 0.176 0.510
H -4.000 0.275 1.393
H -4.264 -1.431 0.995
H -6.101 0.637 -1.307
H -6.078 0.442 0.465
H -6.231 -0.965 -0.496
H -2.090 -1.016 2.586
H -1.991 -2.394 1.787
C 2.048 1.082 -0.598
C 1.847 1.262 0.911
C 1.049 2.529 1.231
O 1.725 3.671 0.779
C 0.936 4.841 0.910
N 1.157 0.065 1.404
H 1.089 0.993 -1.110
H 2.648 0.185 -0.743
H 2.564 1.942 -1.029
H 2.811 1.328 1.416
H 0.858 2.523 2.312
H 0.104 2.486 0.667
H 0.830 5.065 1.985
H -0.031 4.726 0.420
H 1.525 5.693 0.571
H 1.265 -0.001 2.417
H 0.145 0.072 1.281

Values from the calculation:
Energy relative to the best compared isomer or geometry (same formula, charge and spin) = 0.536 eV
Frontier orbital gap = 9.05 eV
Net charge = +1
Highest occupied orbital energy = -12.05 eV
F_max = 1.4 eV Å⁻¹



3.
ORCA calculation (the ωB97M-V functional and the def2-TZVPD basis) on 4 unconnected molecules or ions with the total composition C15H15ClN3 in a non-equilibrium geometry.

Element x y z (Å)
Cl -0.815 1.652 -0.291
N 2.742 5.022 -0.914
C 2.154 3.844 -0.696
C 2.372 2.693 -1.428
C 3.336 2.803 -2.432
C 3.973 3.994 -2.693
C 3.625 5.100 -1.910
H 1.336 3.813 0.022
H 1.776 1.802 -1.297
H 3.525 1.914 -3.027
H 4.615 4.132 -3.553
H 4.116 6.061 -2.003
N -4.267 -0.646 -0.406
C -3.362 -0.905 0.537
C -3.492 -1.901 1.516
C -4.621 -2.703 1.496
C -5.604 -2.390 0.578
C -5.381 -1.394 -0.347
H -2.484 -0.273 0.679
H -2.717 -2.081 2.245
H -4.716 -3.457 2.271
H -6.549 -2.917 0.500
H -6.155 -1.243 -1.092
N 2.557 -2.716 2.139
C 2.925 -1.756 1.296
C 2.038 -1.156 0.397
C 0.732 -1.582 0.380
C 0.346 -2.612 1.222
C 1.293 -3.139 2.100
H 3.960 -1.447 1.382
H 2.364 -0.406 -0.310
H 0.022 -1.163 -0.324
H -0.676 -2.959 1.239
H 1.031 -3.985 2.725

Values from the calculation:
Energy relative to the best compared isomer or geometry (same formula, charge and spin) = 0.026 eV
Frontier orbital gap = 7.35 eV
Net charge = -1
Highest occupied orbital energy = -4.43 eV
F_max = 1.4 eV Å⁻¹



4.
ORCA calculation (the ωB97M-V functional and the def2-TZVPD basis) on 9 unconnected molecules or ions with the total composition C38H44BF4O14 in a non-equilibrium geometry.

Element x y z (Å)
B 0.864 0.507 0.246
F 0.594 1.460 -0.576
F 1.936 0.824 1.152
F -0.259 0.316 1.191
F 1.236 -0.623 -0.475
C 0.970 4.039 0.637
O 0.251 4.032 -0.639
H 0.204 3.910 1.297
H 1.330 5.132 0.774
H 1.846 3.415 0.845
H -0.262 3.228 -1.105
C 5.171 2.880 0.867
O 4.401 2.593 2.094
H 4.709 3.784 0.414
H 5.301 1.972 0.166
H 6.187 3.154 1.324
H 3.656 2.416 1.718
C 1.573 -3.130 3.663
C 1.547 -1.861 3.292
C 1.578 -0.803 4.128
C 1.883 -1.040 5.550
C 2.032 -2.401 6.020
C 1.989 -3.382 5.031
O 2.193 -4.653 5.459
O 1.373 0.476 3.789
H 1.485 -4.028 3.118
H 1.528 -1.547 2.307
H 1.894 -0.118 6.168
H 2.597 -2.662 6.896
H 2.089 -5.213 4.759
H 1.304 0.835 3.073
C -2.980 -0.416 4.981
C -2.422 -0.139 3.698
C -3.245 -0.500 2.677
C -4.544 -1.077 2.883
C -5.069 -1.355 4.196
C -4.265 -0.972 5.196
O -4.545 -1.436 6.533
O -2.758 -0.442 1.385
H -2.167 -0.457 5.769
H -1.161 -0.117 3.443
H -5.005 -1.470 2.205
H -6.027 -1.674 4.181
H -4.189 -2.370 6.377
H -1.872 -0.205 1.520
C 5.132 -3.573 -1.033
C 5.834 -3.775 -2.206
C 5.554 -3.042 -3.388
C 4.595 -2.063 -3.431
C 3.863 -1.873 -2.277
C 4.118 -2.555 -1.044
O 3.369 -2.289 0.133
O 6.266 -3.308 -4.520
H 5.267 -4.119 -0.296
H 6.644 -4.638 -2.174
H 4.183 -1.439 -4.287
H 3.110 -1.216 -2.361
H 2.789 -1.622 -0.163
H 6.685 -4.145 -4.602
C -5.014 3.412 -0.437
C -4.909 4.710 0.085
C -3.843 4.984 1.031
C -3.045 3.932 1.476
C -3.075 2.701 0.800
C -4.057 2.421 -0.131
O -4.333 1.280 -0.670
O -3.778 6.194 1.557
H -5.622 3.226 -1.227
H -5.544 5.637 -0.313
H -2.190 3.932 2.049
H -2.444 1.869 1.026
H -3.880 0.570 -0.321
H -3.070 6.285 2.198
C -0.529 1.430 -4.701
C 0.300 1.373 -3.611
C 1.719 1.464 -3.637
C 2.227 1.692 -4.930
C 1.504 1.738 -6.128
C 0.120 1.532 -6.014
O -0.738 1.628 -7.056
O 2.502 1.517 -2.606
H -1.477 1.197 -4.531
H -0.337 1.292 -2.924
H 3.157 1.688 -5.053
H 1.982 1.963 -6.902
H -0.417 1.904 -7.941
H 2.083 1.600 -1.841
C -3.589 -2.771 -3.725
C -2.223 -2.346 -3.851
C -1.385 -2.007 -2.745
C -1.879 -2.312 -1.542
C -3.185 -2.707 -1.277
C -4.016 -3.112 -2.391
O -5.255 -3.350 -2.161
O -0.099 -1.557 -2.917
H -4.217 -2.897 -4.478
H -1.799 -2.202 -4.748
H -1.081 -2.185 -0.657
H -3.588 -2.970 -0.213
H -5.761 -3.077 -2.810
H 0.430 -0.906 -2.310

Values from the calculation:
Frontier orbital gap = 7.75 eV
Net charge = -1
Highest occupied orbital energy = -5.48 eV
F_max = 15.1 eV Å⁻¹



5.
ORCA calculation (the ωB97M-V functional and the def2-TZVPD basis) on C3H7NO in the gas phase in a non-equilibrium geometry.

Element x y z (Å)
C 2.313 0.161 0.029
C 0.791 0.236 -0.187
N 0.030 -0.826 0.041
O -1.312 -0.671 -0.049
C -1.822 0.675 0.083
H 3.095 -0.238 -0.734
H 2.591 1.248 0.460
H 2.579 -0.392 0.928
H 0.389 1.329 -0.370
H -1.585 0.941 1.141
H -1.509 1.414 -0.731
H -2.961 0.414 -0.140

Values from the calculation:
Energy relative to the best compared isomer or geometry (same formula, charge and spin) = 4.219 eV
Structure (SMILES) = C/C=N/OC
Frontier orbital gap = 10.37 eV
Net charge = 0
Highest occupied orbital energy = -9.43 eV
F_max = 3.9 eV Å⁻¹



6.
ORCA calculation (the ωB97M-V functional and the def2-TZVPD basis) on 7 unconnected molecules or ions with the total composition C14H28Cl14 in a non-equilibrium geometry.

Element x y z (Å)
Cl 0.134 -0.180 1.798
C 0.370 0.793 0.259
C 1.160 -0.067 -0.705
Cl 2.122 0.915 -1.932
H 0.823 1.762 0.470
H -0.561 0.944 -0.287
H 0.536 -0.625 -1.403
H 1.744 -0.856 -0.233
Cl 5.021 -5.043 -0.479
C 3.565 -4.022 -0.233
C 2.683 -4.542 0.935
Cl 3.571 -4.642 2.574
H 2.867 -4.119 -1.065
H 3.800 -2.963 -0.125
H 2.338 -5.539 0.661
H 1.780 -4.012 1.237
Cl -3.061 -0.897 0.080
C -4.104 0.524 0.260
C -4.123 1.265 -1.138
Cl -5.166 0.517 -2.411
H -3.641 1.151 1.023
H -5.120 0.218 0.510
H -3.085 1.429 -1.429
H -4.509 2.249 -0.874
Cl -3.792 -2.094 -4.382
C -3.080 -0.595 -5.148
C -1.571 -0.562 -5.219
Cl -0.989 -0.445 -3.538
H -3.461 0.292 -4.642
H -3.328 -0.592 -6.210
H -1.367 0.360 -5.764
H -1.118 -1.375 -5.786
Cl -1.798 -3.466 6.970
C -0.858 -2.212 6.255
C -0.572 -2.615 4.806
Cl -2.073 -2.856 3.930
H 0.045 -1.929 6.796
H -1.572 -1.389 6.226
H -0.031 -3.558 4.874
H -0.110 -1.786 4.268
Cl 5.351 4.584 -4.241
C 6.090 3.132 -3.571
C 5.358 2.668 -2.250
Cl 5.682 3.646 -0.827
H 7.125 3.295 -3.270
H 6.058 2.357 -4.336
H 5.673 1.650 -2.021
H 4.296 2.556 -2.467
Cl -2.535 4.354 0.861
C -1.833 3.430 2.219
C -2.848 3.395 3.363
Cl -2.501 1.928 4.430
H -0.839 3.778 2.498
H -1.782 2.380 1.930
H -3.757 3.080 2.851
H -3.007 4.326 3.906

Values from the calculation:
Spin multiplicity = 2
Expectation value of S² = 0.754
Energy relative to the best compared isomer or geometry (same formula, charge and spin) = 1.371 eV
Frontier orbital gap (spin up / spin down) = 9.82 / 1.62 eV
Net charge = +1
Highest occupied orbital energy (spin up / spin down) = -12.04 / -12.04 eV
F_max = 2.1 eV Å⁻¹